C9H14O | wB97M-V/def2-TZVPD

## Properties
- Lowest unoccupied orbital energy: 0.86 eV
- Energy: -11606.4088 eV
- Highest occupied orbital energy: -8.40 eV
- Structure (SMILES): Cc1ccc(O)cc1.CC
- Net charge: 0
- Multiplicity: 1

The geometry in XYZ format:
```
24
C9H14O | the OMol25 dataset | wB97M-V/def2-TZVPD
C -0.6653 -2.5625 3.4031
C -0.3007 0.1399 0.1447
C -0.9756 0.5056 1.2880
C 0.2946 -1.1349 0.0891
C -1.1121 -0.3550 2.3863
C 0.1848 -2.0115 1.1869
C -0.5604 -1.5903 2.2775
O -0.1033 0.9027 -0.9581
H -0.4073 1.8028 -0.6715
H -1.5071 1.4648 1.3547
H 1.0874 -1.2545 -0.6382
H -1.7088 0.0114 3.2384
H 0.7606 -2.9066 1.3203
H -0.7706 -3.6438 3.1676
H -1.5391 -2.4934 4.0867
H 0.3449 -2.7250 3.9036
C 1.1824 2.6077 -3.2583
C 1.4066 2.3391 -4.7599
H 0.3148 1.9966 -2.9636
H 2.1001 2.2992 -2.6923
H 1.0770 3.6677 -3.0907
H 0.5948 1.7797 -5.2167
H 1.4900 3.3024 -5.2473
H 2.3082 1.6265 -4.8587
```

C2H5N2S | wB97M-V/def2-TZVPD

## Properties
- Lowest unoccupied orbital energy: -4.69 eV
- Energy: -15961.7753 eV
- Highest occupied orbital energy: -14.99 eV
- Net charge: +1
- Multiplicity: 1

The geometry in XYZ format:
```
10
C2H5N2S | the OMol25 dataset | wB97M-V/def2-TZVPD
C -0.2474 0.4194 -0.3225
C 0.2908 -1.0518 1.3530
N 0.9845 -0.0311 -0.0259
N -0.7608 1.1139 -1.3038
S -1.2313 -0.1317 1.0804
H 0.5705 -2.0269 0.9914
H 0.8204 -0.8331 2.2561
H 1.3421 -0.5235 -0.8124
H -0.0887 1.3746 -2.0497
H -1.6801 1.6901 -1.1666
```